This record from the Open Molecules 2025 dataset describes C22H24BN9O4SV as an isolated structure. The level of theory is the ωB97M-V functional and the def2-TZVPD basis.

Values from the calculation:
HOMO energy (alpha / beta), eV: -14.47 / -14.47
E_LUMO (alpha / beta), eV: -7.315 / -6.909
Relative energy (zero: lowest compared OMol25 entry of this formula, charge and spin), kcal per mole: 7.0
Kohn-Sham gap (alpha / beta), hartree: 0.2630 / 0.2779
Total energy, eV: -81991.532

Geometry as ORCA input:
```
! RIJCOSX wB97M-V def2-TZVPD def2/J DEFGRID3
* xyz 2 2
V 0.34 -0.23 0.94
C 2.73 1.04 4.18
C 2.64 0.25 3.04
N 1.50 0.51 2.40
N 0.84 1.47 3.11
C 1.57 1.79 4.18
B -0.50 2.17 2.62
N -0.25 2.62 1.16
C -0.56 3.73 0.48
C -0.29 3.53 -0.86
C 0.18 2.23 -0.93
N 0.20 1.69 0.29
N -1.65 1.09 2.51
C -2.88 1.04 3.01
C -3.56 -0.04 2.46
C -2.65 -0.64 1.61
N -1.49 0.04 1.64
N -0.82 3.28 3.54
C -0.25 4.52 3.62
C -0.58 5.05 4.83
C -1.35 4.05 5.46
N -1.48 2.99 4.70
H 3.54 1.08 4.89
H 3.34 -0.48 2.66
H 1.22 2.53 4.88
H -0.97 4.59 0.99
H -0.41 4.23 -1.66
H 0.50 1.66 -1.79
H -3.19 1.78 3.73
H -4.58 -0.33 2.65
H -2.76 -1.50 0.98
H 0.36 4.92 2.83
H -0.32 6.02 5.22
H -1.82 4.07 6.43
C 0.33 -1.58 5.86
C 0.72 -2.08 4.50
C -0.18 -2.07 3.44
C 0.18 -2.56 2.17
C 1.46 -3.09 1.99
C 2.36 -3.12 3.05
C 1.99 -2.61 4.28
S 1.91 -3.99 0.53
O 0.91 -3.67 -0.47
O 2.18 -5.34 0.88
N 3.32 -3.33 0.07
C 3.40 -2.07 -0.63
C 2.69 -2.02 -1.98
C 1.22 -1.98 -2.05
O 0.30 -2.10 -2.68
O 0.67 -0.92 -0.46
H -0.69 -1.20 5.87
H 1.00 -0.77 6.17
H 0.41 -2.37 6.60
H -1.19 -1.71 3.60
H -0.56 -2.69 1.39
H 3.34 -3.57 2.92
H 2.69 -2.64 5.11
H 4.06 -4.00 -0.05
H 4.45 -1.88 -0.82
H 3.04 -1.26 0.01
H 2.94 -2.88 -2.60
H 3.00 -1.12 -2.53
*
```